{"formula": "C4H5NS", "method": "ωB97M-V with the def2-TZVPD basis set", "symbols": ["C", "S", "C", "C", "C", "N", "H", "H", "H", "H", "H"], "xyz": [[-0.373, -0.950, 2.073], [-1.137, 0.134, 0.893], [0.165, 0.223, -0.422], [0.003, 1.105, -1.468], [0.542, 0.873, -2.709], [1.029, 0.783, -3.745], [-1.217, -1.385, 2.671], [0.317, -0.563, 2.897], [0.072, -1.847, 1.581], [0.832, -0.557, -0.456], [-0.234, 2.183, -1.315]], "gap_ev": 8.627, "smiles": "CS/C=C/C#N"}

=====

{"formula": "C3H8N2S", "method": "ωB97M-V with the def2-TZVPD basis set", "symbols": ["C", "C", "C", "H", "H", "H", "H", "H", "H", "H", "H", "N", "N", "S"], "xyz": [[0.890, 1.455, -0.252], [1.040, 0.157, 0.860], [-0.418, -0.511, 0.728], [0.744, 2.550, 0.638], [-0.320, 1.116, -1.133], [2.200, 1.447, -0.989], [1.403, 0.084, 1.852], [2.111, -0.643, -1.617], [-0.682, -1.555, 0.848], [-2.222, -1.993, -0.007], [-3.346, -0.466, -0.550], [-1.385, 0.116, 0.067], [-2.315, -0.765, -0.318], [2.301, -0.993, -0.127]], "gap_ev": 9.056}

=====

{"formula": "C4H5N5O4", "method": "ωB97M-V with the def2-TZVPD basis set", "symbols": ["O", "C", "N", "C", "N", "C", "O", "N", "N", "O", "O", "C", "N", "H", "H", "H", "H", "H"], "xyz": [[2.645, -1.265, -1.648], [1.869, -0.872, -0.824], [2.005, 0.283, -0.065], [0.840, 0.611, 0.678], [0.083, 1.727, 0.102], [-1.075, 1.548, -0.482], [-1.890, 2.112, -1.089], [-1.285, -0.222, -0.068], [-2.463, -0.760, 0.290], [-3.459, -0.155, 0.002], [-2.404, -1.828, 0.861], [-0.053, -0.654, 0.508], [0.730, -1.474, -0.380], [2.749, 0.933, -0.245], [1.071, 0.862, 1.720], [0.542, 2.625, 0.009], [-0.246, -1.183, 1.454], [0.342, -2.289, -0.822]], "gap_ev": 10.334, "smiles": "O=C1N[C@H]2NC(=O)N([N+](=O)[O-])[C@H]2N1"}

=====

HOMO level across the listed records, respectively: -0.328 -0.308 -0.379 Ha.
Lowest unoccupied orbital energy across the listed records, respectively: -0.307 0.686 0.017 eV.
Max |F| across the listed records, respectively: 4.61 6.94 3.97 eV/Å.